Density functional theory data (wB97M-V/def2-TZVPD) for a 12-piece molecular cluster, C52H80N12 overall.

Each line ends with the Löwdin charge.
Geometry (Å):
C 1.882566 5.108804 -1.013231  -0.1196
C 2.805141 5.394846 -0.026338  -0.1292
C 3.142987 4.202005 0.574462  -0.1870
N 2.711690 3.180207 -0.124442  0.0453
C 1.802660 3.702099 -1.087848  -0.1064
H 1.350352 5.854904 -1.584604  0.0893
H 3.181820 6.381450 0.199752  0.0920
H 3.818811 3.941924 1.375721  0.1043
H 2.880820 2.208602 0.093460  0.1139
H 1.187839 3.111460 -1.750834  0.0766
C -3.766358 3.002507 -0.500673  -0.1593
C -4.035650 1.709868 -0.305179  -0.1032
C -5.137245 1.449130 -1.213409  -0.1382
N -5.517383 2.585271 -1.858698  0.0292
C -4.599822 3.515534 -1.519627  -0.1506
H -3.051605 3.610303 0.034236  0.0911
H -3.583355 0.995730 0.367007  0.0886
H -5.505507 0.496041 -1.563285  0.1058
H -6.193202 2.634098 -2.607689  0.1602
H -4.636432 4.514878 -1.927496  0.1087
C -0.619705 4.080045 2.714228  -0.0960
C 0.008513 4.060813 3.973219  -0.1414
C -0.899561 4.036390 5.013324  -0.1254
N -2.168865 3.933688 4.422773  -0.0022
C -1.993698 3.963861 3.031429  -0.1201
H -0.227947 4.283192 1.728501  0.0794
H 1.059403 4.101812 4.218849  0.0882
H -0.810202 4.211793 6.075242  0.0997
H -3.067760 3.915933 4.882951  0.1377
H -2.932050 3.760994 2.536709  0.0895
C -4.266712 -3.017421 1.469929  -0.1189
C -4.054922 -1.873893 0.693190  -0.1096
C -2.976396 -2.154431 -0.126197  -0.1340
N -2.494563 -3.376781 0.198814  0.0399
C -3.340464 -3.954070 1.093719  -0.1563
H -5.013768 -3.098907 2.245594  0.0921
H -4.667096 -0.997277 0.845481  0.0808
H -2.480452 -1.524706 -0.850000  0.0722
H -1.659684 -3.788294 -0.193269  0.0964
H -3.084927 -4.968155 1.363390  0.1066
C 4.355109 -0.334323 6.508588  -0.0753
C 3.106132 -0.331345 5.840383  -0.1250
C 3.292029 -0.763660 4.511102  -0.1592
N 4.469744 -1.432484 4.533017  -0.0111
C 5.087133 -1.312410 5.745758  -0.1232
H 4.629765 0.048572 7.480371  0.0822
H 2.147496 0.076438 6.125192  0.0871
H 2.632179 -0.786202 3.656420  0.0876
H 4.961288 -1.854161 3.757991  0.1432
H 6.058422 -1.751743 5.918896  0.0978
C 4.325546 -4.433170 0.033581  -0.1603
C 4.149596 -3.120788 0.088824  -0.1436
C 3.358663 -2.783576 1.189664  -0.1170
N 3.002007 -3.972602 1.800001  0.0819
C 3.640235 -4.954331 1.056984  -0.1560
H 4.690486 -5.073800 -0.755598  0.1224
H 4.508953 -2.405459 -0.636150  0.0899
H 3.140842 -1.833704 1.655168  0.0733
H 2.437202 -4.103332 2.627053  0.1169
H 3.542093 -6.009338 1.266084  0.1163
C 0.088456 -0.740072 -0.681724  -0.0993
C 0.414474 0.110232 0.394264  -0.1145
C -0.140261 1.336254 0.101885  -0.1634
N -0.721052 1.314698 -1.100051  0.0267
C -0.538951 0.053696 -1.642365  -0.1127
H 0.368478 -1.781621 -0.737924  0.0646
H 1.110427 0.043674 1.217432  0.0849
H -0.253353 2.293600 0.588821  0.0944
H -1.268906 2.105899 -1.406561  0.0892
H -0.912660 -0.136063 -2.637724  0.0841
C 4.461041 0.098388 0.591689  -0.1592
C 5.613628 0.008112 -0.198819  -0.0752
C 6.560367 0.669056 0.571678  -0.1531
N 6.009761 1.251277 1.620858  0.0103
C 4.682978 0.924972 1.675194  -0.1384
H 3.582025 -0.453511 0.293102  0.0710
H 5.738569 -0.533107 -1.125027  0.0963
H 7.622801 0.842480 0.484696  0.1126
H 6.369685 1.951689 2.253288  0.1592
H 4.134983 1.268553 2.540106  0.1085
C -3.191246 -0.237263 -5.922016  -0.1356
C -2.976494 -1.296055 -5.078930  -0.0772
C -2.953430 -0.648268 -3.838302  -0.1741
N -3.341273 0.650633 -3.867370  0.0562
C -3.441686 0.942853 -5.199895  -0.1388
H -3.167211 -0.155856 -6.998677  0.0903
H -2.802807 -2.301778 -5.432146  0.0969
H -2.837643 -1.062585 -2.847686  0.0778
H -3.419694 1.256234 -3.062881  0.1145
H -3.474330 1.969446 -5.533711  0.0851
C -0.578049 -5.044610 -1.823979  -0.1412
C -0.243770 -4.052806 -2.704885  -0.1173
C 0.962782 -3.520361 -2.276741  -0.1193
N 1.370985 -4.224071 -1.136551  0.0356
C 0.371999 -5.073231 -0.767104  -0.1288
H -1.505968 -5.595508 -1.867254  0.0988
H -0.888579 -3.853859 -3.548126  0.0985
H 1.716369 -2.896835 -2.734718  0.1120
H 2.250858 -4.178045 -0.642781  0.0765
H 0.569300 -5.625417 0.139849  0.0967
C -2.863817 6.585695 -6.102076  -0.0849
C -1.730532 5.581767 -6.395465  -0.2517
N -1.762761 4.391015 -5.521294  -0.1634
C -1.246921 3.192076 -6.159715  -0.3039
C -1.836420 2.830599 -7.486737  -0.0894
C -1.042202 4.687962 -4.255833  -0.2669
C -1.358166 3.754966 -3.181288  -0.1196
H -2.751947 7.030641 -5.113333  0.0601
H -3.833050 6.214629 -6.435248  0.0726
H -2.669440 7.494189 -6.672123  0.0635
H -1.831903 5.367837 -7.459444  0.0973
H -0.762237 6.073489 -6.302157  0.1110
H -0.160912 3.263673 -6.219309  0.1152
H -1.349559 2.368478 -5.453145  0.0876
H -1.416000 3.474551 -8.259186  0.0698
H -1.649758 1.791565 -7.758150  0.0749
H -2.902242 2.962579 -7.300489  0.0759
H -1.304986 5.659300 -3.836849  0.1196
H 0.021071 4.605768 -4.481197  0.1187
H -0.921756 4.185930 -2.280227  0.0738
H -0.898900 2.769891 -3.263753  0.0660
H -2.447985 3.735202 -3.177955  0.0727
C -0.904635 -6.493138 4.384642  -0.0612
C 0.459514 -5.800265 3.955838  -0.2190
N 0.469073 -4.320421 3.913876  -0.2054
C 0.164242 -3.745286 5.193166  -0.2763
C 1.291327 -3.985760 6.188007  -0.0714
C -0.419593 -3.888220 2.837384  -0.2156
C -0.223678 -2.315456 2.511652  -0.0533
H -1.673674 -6.157690 3.688823  0.0536
H -1.224518 -6.317338 5.411706  0.0604
H -0.930747 -7.577025 4.272433  0.0656
H 1.329432 -6.153453 4.509546  0.0978
H 0.663347 -6.135763 2.938976  0.0933
H -0.684591 -4.247582 5.657169  0.1004
H -0.078750 -2.684594 5.129961  0.1116
H 1.515144 -5.036294 6.373466  0.0673
H 0.916593 -3.565721 7.121414  0.0761
H 2.135731 -3.403379 5.819349  0.0633
H -0.082715 -4.227880 1.857974  0.0754
H -1.477222 -4.029679 3.059909  0.0926
H 0.192447 -1.785041 3.368163  0.0451
H 0.487066 -2.131040 1.706088  0.0235
H -1.128163 -1.764429 2.254029  0.0670

Forces on atoms 1 to 6 (eV/Å):
-0.4 -2.1 -0.8
0.4 0.6 1.5
2.7 1.1 1.2
-3.5 -0.3 -2.5
0.7 0.7 0.2
0.0 -0.3 -0.2

Its molecular weight is 873.30 g/mol. The value obtained for the energy above the lowest of the compared OMol25 structures with the same formula, charge and spin is 5.048 eV. Its HOMO energy is -0.281 Eh. As for the spin multiplicity: 1. The calculation puts the frontier orbital gap at 8.322 eV. For the LUMO energy, the calculation gives 0.66 eV. As for the SMILES: c1cc[nH]c1.c1cc[nH]c1.c1cc[nH]c1.c1cc[nH]c1.c1cc[nH]c1.c1cc[nH]c1.c1cc[nH]c1.c1cc[nH]c1.c1cc[nH]c1.c1cc[nH]c1.CCN(CC)CC.CCN(CC)CC.